{
  "formula": "H6O3",
  "method": "wB97M-V/def2-TZVPD",
  "elements": ["O", "H", "H", "O", "H", "H", "O", "H", "H"],
  "coordinates": [[-2.041, 1.596, -0.158], [-1.734, 0.883, 0.363], [-2.230, 2.187, 0.470], [0.350, 0.009, 1.444], [1.244, 0.262, 1.453], [0.293, -0.640, 0.811], [1.578, -1.511, -1.220], [2.008, -1.063, -1.987], [1.316, -2.384, -1.637]],
  "orbital_gap_ha": 0.43046,
  "max_force_ev_per_a": 5.5,
  "smiles": "O.O.O",
  "e_above_lowest_ev": 0.831
}

{
  "formula": "C23H59N4O3P",
  "method": "wB97M-V/def2-TZVPD",
  "elements": ["N", "C", "P", "C", "O", "C", "O", "C", "C", "O", "H", "H", "H", "H", "H", "H", "H", "H", "H", "H", "H", "H", "H", "H", "C", "C", "N", "C", "C", "C", "C", "H", "H", "H", "H", "H", "H", "H", "H", "H", "H", "H", "H", "H", "H", "H", "C", "C", "N", "C", "C", "C", "C", "H", "H", "H", "H", "H", "H", "H", "H", "H", "H", "H", "H", "H", "H", "H", "C", "C", "N", "C", "C", "C", "C", "H", "H", "H", "H", "H", "H", "H", "H", "H", "H", "H", "H", "H", "H", "H"],
  "coordinates": [[2.657, 5.825, 0.162], [1.323, 5.568, -0.380], [1.339, 3.797, -0.898], [-0.430, 3.378, -1.300], [-0.935, 4.141, -2.379], [-1.457, 5.377, -2.033], [-2.858, 5.282, -2.185], [-3.543, 6.452, -1.782], [-4.004, 6.370, -0.347], [-2.930, 6.531, 0.575], [2.698, 6.731, 0.606], [3.354, 5.792, -0.570], [0.585, 5.793, 0.391], [1.070, 6.186, -1.248], [1.428, 3.228, 0.386], [-0.404, 2.343, -1.641], [-1.111, 3.415, -0.443], [-1.223, 5.631, -0.996], [-1.062, 6.144, -2.708], [-4.418, 6.563, -2.425], [-2.919, 7.345, -1.904], [-4.514, 5.417, -0.189], [-4.739, 7.164, -0.180], [-2.831, 5.724, 1.079], [-5.416, 4.679, 2.815], [-5.004, 3.297, 2.331], [-3.767, 2.834, 2.934], [-3.187, 1.684, 2.262], [-3.969, 0.365, 2.278], [-3.750, 2.806, 4.388], [-4.824, 1.975, 5.102], [-4.589, 5.382, 2.700], [-6.258, 5.041, 2.223], [-5.730, 4.688, 3.859], [-4.828, 3.345, 1.252], [-5.846, 2.601, 2.471], [-2.194, 1.516, 2.687], [-3.022, 1.972, 1.219], [-3.947, -0.113, 3.256], [-3.524, -0.331, 1.565], [-5.011, 0.507, 1.990], [-3.822, 3.836, 4.745], [-2.760, 2.463, 4.696], [-5.818, 2.156, 4.690], [-4.855, 2.247, 6.158], [-4.625, 0.905, 5.046], [-0.513, -0.175, -0.150], [-0.013, -1.028, -1.305], [1.236, -1.703, -1.009], [1.885, -2.261, -2.181], [1.167, -3.387, -2.934], [1.231, -2.538, 0.180], [0.202, -3.675, 0.256], [0.263, 0.519, 0.178], [-1.382, 0.404, -0.469], [-0.821, -0.775, 0.706], [0.171, -0.379, -2.166], [-0.816, -1.720, -1.609], [2.879, -2.608, -1.880], [2.059, -1.435, -2.877], [1.195, -4.328, -2.386], [1.659, -3.558, -3.894], [0.125, -3.141, -3.141], [1.090, -1.889, 1.047], [2.236, -2.952, 0.295], [-0.795, -3.345, -0.038], [0.135, -4.041, 1.282], [0.479, -4.520, -0.372], [2.716, -6.803, -0.291], [3.598, -5.852, -1.086], [4.952, -5.768, -0.575], [5.699, -4.643, -1.109], [5.992, -4.617, -2.614], [5.665, -7.029, -0.479], [5.821, -7.866, -1.757], [2.741, -6.553, 0.770], [1.684, -6.725, -0.637], [3.019, -7.844, -0.408], [3.167, -4.848, -1.018], [3.556, -6.131, -2.152], [6.641, -4.576, -0.558], [5.139, -3.738, -0.853], [6.756, -5.341, -2.897], [6.360, -3.630, -2.898], [5.097, -4.815, -3.206], [5.163, -7.643, 0.272], [6.652, -6.816, -0.063], [4.880, -7.947, -2.304], [6.135, -8.878, -1.496], [6.570, -7.456, -2.432]],
  "orbital_gap_ha": 0.32609,
  "max_force_ev_per_a": 0.6,
  "smiles": "NCPCOCOCCO.CCN(CC)CC.CCN(CC)CC.CCN(CC)CC"
}

{
  "formula": "C22H68N4O10",
  "method": "wB97M-V/def2-TZVPD",
  "elements": ["C", "O", "C", "C", "C", "N", "H", "H", "H", "H", "H", "H", "H", "H", "H", "H", "H", "C", "O", "C", "C", "C", "N", "H", "H", "H", "H", "H", "H", "H", "H", "H", "H", "H", "C", "O", "C", "C", "C", "N", "H", "H", "H", "H", "H", "H", "H", "H", "H", "H", "H", "C", "O", "C", "C", "C", "N", "H", "H", "H", "H", "H", "H", "H", "H", "H", "H", "H", "C", "O", "H", "H", "H", "H", "C", "O", "H", "H", "H", "H", "C", "O", "H", "H", "H", "H", "C", "O", "H", "H", "H", "H", "C", "O", "H", "H", "H", "H", "C", "O", "H", "H", "H", "H"],
  "coordinates": [[-4.551, -2.128, 1.669], [-4.104, -3.553, 1.738], [-2.981, -3.948, 0.907], [-2.450, -5.217, 1.635], [-1.066, -5.739, 1.121], [-3.390, -6.376, 1.537], [-4.364, -1.751, 0.664], [-4.281, -1.361, 2.394], [-5.640, -2.066, 1.665], [-3.214, -4.155, -0.138], [-2.262, -3.129, 0.914], [-2.310, -4.995, 2.693], [-0.623, -6.515, 1.747], [-0.299, -4.986, 0.942], [-1.177, -6.209, 0.144], [-3.450, -6.801, 2.451], [-4.336, -6.040, 1.420], [-4.034, 1.508, -1.395], [-4.119, 2.819, -0.913], [-2.940, 3.106, -0.188], [-3.007, 4.670, 0.114], [-4.149, 5.178, 1.023], [-2.876, 5.537, -0.987], [-4.015, 0.799, -0.567], [-3.174, 1.366, -2.050], [-4.858, 1.302, -2.077], [-2.820, 2.474, 0.692], [-2.061, 2.909, -0.802], [-2.146, 4.916, 0.735], [-5.051, 5.114, 0.414], [-4.098, 6.181, 1.446], [-4.380, 4.515, 1.857], [-2.036, 5.378, -1.524], [-3.741, 5.398, -1.490], [2.132, 5.847, 5.315], [1.074, 5.533, 4.462], [0.647, 4.155, 4.408], [-0.630, 3.890, 3.559], [-1.404, 2.648, 4.055], [-0.290, 3.603, 2.141], [2.578, 6.822, 5.118], [2.889, 5.074, 5.183], [1.875, 5.734, 6.368], [1.338, 3.407, 4.019], [0.568, 3.761, 5.422], [-1.319, 4.730, 3.638], [-1.728, 2.898, 5.066], [-0.731, 1.794, 3.981], [-2.304, 2.343, 3.521], [0.538, 4.150, 1.954], [-0.018, 2.652, 1.940], [3.001, -3.775, -3.379], [4.002, -2.918, -2.711], [3.678, -1.467, -2.796], [4.684, -0.534, -2.253], [5.680, -0.152, -3.347], [5.168, -1.173, -1.009], [2.719, -3.536, -4.404], [2.111, -3.787, -2.749], [3.311, -4.812, -3.251], [3.517, -1.269, -3.855], [2.704, -1.348, -2.323], [4.209, 0.360, -1.847], [5.064, 0.402, -4.056], [6.195, -1.048, -3.693], [6.474, 0.505, -2.994], [4.485, -0.881, -0.324], [4.826, -2.122, -1.058], [-0.400, -0.916, -0.080], [-1.002, 0.360, 0.187], [-0.189, -1.381, 0.883], [-0.983, -1.493, -0.798], [0.609, -0.678, -0.417], [-0.289, 0.898, 0.539], [-0.947, -4.492, -2.213], [-0.511, -5.350, -3.269], [-1.626, -3.736, -2.609], [-1.521, -5.077, -1.495], [-0.094, -4.051, -1.698], [-1.280, -5.678, -3.742], [1.901, 2.437, -1.944], [1.761, 2.444, -3.340], [2.877, 2.034, -1.674], [1.614, 3.399, -1.520], [1.177, 1.684, -1.633], [1.784, 1.566, -3.727], [2.490, 1.738, 1.448], [1.248, 1.083, 1.401], [2.469, 2.812, 1.264], [3.153, 1.753, 2.313], [3.250, 1.440, 0.726], [1.022, 0.803, 2.292], [-0.287, -1.105, -4.206], [0.591, -0.213, -4.832], [-0.605, -0.501, -3.356], [-1.172, -1.443, -4.745], [0.288, -1.968, -3.869], [0.089, 0.376, -5.401], [2.924, -3.091, 0.513], [2.872, -1.677, 0.357], [2.029, -3.538, 0.946], [2.924, -3.570, -0.466], [3.792, -3.380, 1.106], [3.001, -1.178, 1.167]],
  "orbital_gap_ha": 0.31553,
  "max_force_ev_per_a": 3.8,
  "smiles": "COC[C@H](C)N.COC[C@H](C)N.COC[C@H](C)N.COC[C@H](C)N.CO.CO.CO.CO.CO.CO",
  "e_above_lowest_ev": 5.133
}

{
  "formula": "C7H29CaN14O8",
  "method": "wB97M-V/def2-TZVPD",
  "elements": ["Ca", "O", "H", "C", "O", "N", "N", "H", "H", "H", "H", "C", "O", "N", "N", "H", "H", "H", "H", "C", "O", "N", "N", "H", "H", "H", "H", "C", "O", "N", "N", "H", "H", "H", "H", "C", "O", "N", "N", "H", "H", "H", "H", "C", "O", "N", "N", "H", "H", "H", "H", "C", "O", "N", "N", "H", "H", "H", "H"],
  "coordinates": [[0.010, 0.051, -0.079], [1.484, 1.116, -1.399], [2.118, 1.854, -1.305], [-2.140, 3.053, -0.140], [-1.542, 2.094, 0.346], [-3.158, 3.032, -0.905], [-1.810, 4.264, 0.142], [-3.601, 2.125, -0.875], [-3.774, 3.802, -1.125], [-2.253, 5.094, -0.227], [-1.000, 4.264, 0.745], [3.028, -1.398, 0.316], [1.979, -1.085, 0.922], [3.950, -2.174, 0.820], [3.434, -0.937, -0.874], [4.651, -2.582, 0.218], [3.805, -2.469, 1.775], [4.310, -1.318, -1.205], [2.990, -0.124, -1.275], [-0.179, 0.224, 3.465], [-0.251, 0.587, 2.329], [-0.675, -0.897, 3.893], [0.502, 0.878, 4.298], [-1.314, -1.502, 3.398], [-0.334, -1.156, 4.808], [1.218, 1.479, 3.915], [0.632, 0.575, 5.252], [2.514, 2.326, 1.911], [2.175, 2.630, 3.092], [3.704, 2.275, 1.396], [1.619, 2.265, 0.946], [3.897, 2.093, 0.422], [4.446, 2.498, 2.044], [0.787, 2.114, 1.499], [1.866, 1.739, 0.120], [-2.305, -2.431, 1.256], [-1.571, -1.571, 0.880], [-2.827, -2.387, 2.482], [-2.465, -3.562, 0.617], [-2.807, -1.573, 3.079], [-3.552, -3.068, 2.659], [-3.004, -4.359, 0.922], [-1.955, -3.584, -0.254], [-0.159, -2.618, -2.416], [-0.031, -1.820, -1.440], [-1.183, -2.728, -3.239], [0.782, -3.461, -2.769], [-1.957, -2.143, -2.957], [-1.144, -3.457, -3.936], [0.590, -4.069, -3.553], [1.607, -3.378, -2.193], [-1.404, 0.904, -2.957], [-1.509, 0.368, -1.892], [-2.273, 0.758, -3.964], [-0.522, 1.778, -3.309], [-2.975, 0.035, -4.031], [-1.961, 1.240, -4.796], [-0.785, 2.380, -4.077], [0.316, 1.955, -2.774]],
  "orbital_gap_ha": [0.08022, 0.35360],
  "max_force_ev_per_a": 6.7,
  "spin_multiplicity": 2,
  "s2": 0.750
}

{
  "formula": "C18H16BrN2O7Y",
  "method": "wB97M-V/def2-TZVPD",
  "elements": ["Y", "O", "C", "O", "C", "O", "C", "C", "O", "O", "H", "H", "H", "H", "H", "C", "O", "C", "C", "C", "Br", "C", "C", "C", "O", "C", "N", "C", "C", "C", "C", "C", "C", "N", "H", "H", "H", "H", "H", "H", "H", "H", "H", "H", "H"],
  "coordinates": [[-2.317, -0.526, 0.404], [-3.029, 1.231, 4.151], [-2.982, 0.896, 2.914], [-2.091, 0.192, 2.419], [-4.087, 1.480, 2.053], [-3.935, 1.051, 0.698], [-5.113, 0.451, 0.089], [-5.012, -1.121, -0.024], [-5.908, -1.728, -0.523], [-3.884, -1.603, 0.422], [-2.328, 0.863, 4.726], [-4.009, 2.577, 2.086], [-5.062, 1.199, 2.470], [-5.193, 0.863, -0.927], [-6.026, 0.698, 0.636], [-2.916, -0.893, -2.753], [-1.976, -0.429, -1.749], [-0.634, -0.415, -2.169], [-0.242, -0.465, -3.497], [1.117, -0.496, -3.814], [1.631, -0.599, -5.627], [2.081, -0.445, -2.821], [1.694, -0.330, -1.489], [0.336, -0.341, -1.164], [-0.105, -0.334, 0.178], [2.736, -0.220, -0.478], [3.834, -0.925, -0.509], [4.595, -0.519, 0.538], [5.868, -0.938, 0.942], [6.448, -0.267, 2.000], [5.788, 0.773, 2.655], [4.517, 1.195, 2.278], [3.921, 0.520, 1.228], [2.708, 0.664, 0.580], [-2.570, -1.833, -3.187], [-3.043, -0.135, -3.528], [-3.871, -1.064, -2.254], [-0.963, -0.490, -4.296], [3.132, -0.490, -3.066], [0.684, -0.512, 0.731], [6.355, -1.754, 0.433], [7.437, -0.545, 2.326], [6.283, 1.279, 3.469], [4.044, 2.038, 2.756], [2.084, 1.448, 0.694]],
  "charge": 2,
  "orbital_gap_ha": 0.23440,
  "max_force_ev_per_a": 3.3
}

{
  "formula": "C3H2F2O",
  "method": "wB97M-V/def2-TZVPD",
  "elements": ["C", "C", "O", "C", "F", "F", "H", "H"],
  "coordinates": [[2.121, 0.320, 0.297], [0.962, 0.686, 0.176], [-0.286, 0.910, 0.100], [-1.314, -0.431, -0.304], [-2.320, 0.045, -1.023], [-1.739, -1.016, 0.841], [3.046, 0.446, 0.672], [-0.470, -0.959, -0.759]],
  "orbital_gap_ha": 0.36770,
  "max_force_ev_per_a": 3.9,
  "smiles": "C#COC(F)F",
  "e_above_lowest_ev": 3.102
}

{
  "formula": "C22H21N4O6Ru",
  "method": "wB97M-V/def2-TZVPD",
  "elements": ["Ru", "O", "C", "C", "C", "C", "C", "C", "C", "O", "N", "N", "C", "C", "C", "C", "C", "C", "C", "O", "H", "H", "H", "H", "H", "H", "H", "H", "H", "H", "C", "C", "C", "C", "C", "C", "O", "N", "C", "O", "N", "C", "O", "H", "H", "H", "H", "H", "H", "H", "H", "H", "H", "H"],
  "coordinates": [[-0.815, 0.653, -0.061], [3.705, 0.237, -0.148], [3.951, 1.475, 0.283], [5.296, 1.843, 0.375], [5.634, 3.107, 0.789], [4.656, 4.060, 1.125], [3.340, 3.715, 1.046], [2.947, 2.412, 0.634], [1.563, 2.071, 0.580], [1.185, 0.872, 0.297], [0.637, 3.027, 0.869], [-0.577, 2.554, 0.704], [-1.572, 3.397, 1.037], [-2.903, 3.148, 0.774], [-3.857, 4.125, 1.250], [-5.167, 4.037, 0.950], [-5.619, 2.969, 0.114], [-4.773, 2.030, -0.380], [-3.389, 2.059, -0.052], [-2.648, 1.152, -0.578], [2.747, 0.085, -0.217], [6.047, 1.114, 0.108], [6.682, 3.373, 0.854], [4.950, 5.050, 1.440], [2.565, 4.422, 1.301], [-1.257, 4.324, 1.503], [-3.478, 4.932, 1.864], [-5.877, 4.763, 1.317], [-6.672, 2.914, -0.133], [-5.119, 1.230, -1.017], [-1.613, -3.803, -2.818], [-0.279, -4.271, -2.261], [0.117, -3.578, -0.946], [1.498, -4.090, -0.472], [1.966, -3.479, 0.838], [-0.894, -3.972, 0.133], [-1.158, -5.107, 0.401], [-1.525, -2.934, 0.862], [-1.341, -1.652, 0.541], [-1.772, -0.652, 1.210], [-0.644, -1.249, -0.531], [0.249, -2.078, -1.206], [1.045, -1.612, -1.975], [-1.840, -4.312, -3.753], [-1.612, -2.730, -3.028], [-2.436, -4.017, -2.132], [0.526, -4.081, -2.972], [-0.297, -5.343, -2.061], [2.202, -3.866, -1.275], [1.424, -5.175, -0.389], [2.012, -2.387, 0.786], [2.968, -3.824, 1.088], [1.318, -3.753, 1.674], [-2.098, -3.185, 1.657]],
  "charge": 1,
  "orbital_gap_ha": [0.17980, 0.18134],
  "max_force_ev_per_a": 2.5,
  "e_above_lowest_ev": 0.421
}

{
  "formula": "C5H7N3",
  "method": "wB97M-V/def2-TZVPD",
  "elements": ["C", "C", "C", "C", "C", "H", "H", "H", "H", "H", "H", "H", "N", "N", "N"],
  "coordinates": [[-1.025, 1.690, 0.474], [0.094, -0.404, 0.027], [1.272, -1.064, 0.255], [0.039, -0.157, -1.353], [-1.025, -1.317, 0.210], [-0.737, 2.500, -0.496], [-1.820, 0.719, -0.033], [-1.518, 2.089, 1.548], [1.037, 1.209, 0.454], [1.603, -1.196, 1.265], [1.163, -2.125, -0.119], [2.132, -0.444, -0.432], [0.095, 0.854, 0.843], [0.611, -0.172, -2.500], [-1.922, -2.182, -0.144]],
  "orbital_gap_ha": 0.38052,
  "max_force_ev_per_a": 14.3,
  "e_above_lowest_ev": 7.546
}